Here is C11H39Ag3O13P as an isolated structure at a distorted geometry from the OMol25 dataset. Energies are from wB97M-V/def2-TZVPD.

Last column: Mulliken charge in e.
Cartesian coordinates (Å):
Ag 2.112 -1.030 1.353  0.697
Ag 1.873 0.770 -1.728  0.429
Ag -2.240 1.285 -0.932  0.284
P 0.000 0.448 0.310  3.007
O -0.293 0.410 -1.223  -0.455
O -1.178 1.214 0.965  -1.087
O 1.397 0.964 0.390  -0.638
O 0.019 -1.013 0.862  -0.471
C 3.017 -3.458 -2.015  -1.257
C 3.597 -2.127 -1.596  0.716
C 4.332 -1.425 -2.708  -1.519
O 2.705 -1.304 -0.915  -0.153
H 2.297 -3.350 -2.825  0.299
H 2.435 -3.942 -1.222  0.368
H 3.780 -4.200 -2.238  0.443
H 4.372 -2.364 -0.834  0.159
H 4.666 -0.423 -2.424  0.400
H 3.824 -1.450 -3.674  0.334
H 5.267 -1.950 -2.928  0.425
C 1.722 4.117 -2.446  -0.715
O 1.199 2.969 -1.754  -0.238
H 1.658 4.997 -1.800  0.261
H 2.742 3.971 -2.780  0.288
H 1.092 4.385 -3.299  0.311
H 0.243 3.055 -1.719  0.170
C 1.252 -0.195 4.703  -0.742
O 1.226 -0.096 3.266  -0.166
H 0.287 -0.379 5.171  0.228
H 2.020 -0.906 4.995  0.307
H 1.559 0.779 5.108  0.295
H 0.404 0.419 3.112  0.183
C -2.206 1.871 4.252  -0.772
O -0.953 1.737 3.581  -0.442
H -2.184 1.274 5.165  0.284
H -2.436 2.902 4.502  0.251
H -2.976 1.378 3.650  0.303
H -1.099 1.689 2.622  0.336
C 1.969 4.379 1.348  -0.416
O 2.143 3.284 2.244  -0.545
H 2.918 4.429 0.792  0.255
H 1.166 4.244 0.616  0.029
H 1.809 5.291 1.921  0.376
H 1.730 2.530 1.817  0.152
C -0.153 -2.511 -2.523  -0.151
O -0.164 -3.077 -1.237  -0.543
H -1.141 -2.096 -2.780  -0.101
H 0.614 -1.741 -2.679  -0.037
H -0.043 -3.303 -3.267  0.461
H -0.040 -2.386 -0.580  0.348
C -3.910 -1.758 -0.580  -0.772
O -2.823 -0.860 -0.347  -0.058
H -4.338 -2.028 0.387  0.248
H -4.674 -1.364 -1.242  0.273
H -3.542 -2.700 -0.999  0.318
H -2.045 -1.294 0.008  0.009
C -3.843 -0.025 -3.826  -0.743
O -2.715 0.474 -3.052  -0.293
H -4.713 0.035 -3.169  0.279
H -3.980 0.546 -4.738  0.304
H -3.746 -1.105 -3.960  0.326
H -1.970 0.350 -3.654  0.229
C -2.612 -1.579 2.946  -0.377
O -1.653 -2.566 2.594  -0.585
H -2.347 -0.619 2.501  -0.031
H -3.613 -1.868 2.616  0.278
H -2.697 -1.471 4.027  0.316
H -1.118 -2.236 1.867  0.326

Atomic forces in eV per Å
Ag -0.2 -0.3 0.9
Ag 1.4 0.1 -1.8
Ag -0.8 -0.1 -0.6
P -1.8 0.4 0.1
O -1.1 0.0 0.0
O 1.1 -0.3 -1.2
O 0.9 0.7 2.1
O 0.4 -0.3 0.0
C -1.2 -1.4 0.8
C 0.8 0.8 -0.1
C 0.6 0.0 -0.6
O 0.4 -0.6 -0.3
H 0.4 0.2 -0.3
H 0.1 0.3 0.1
H 0.3 0.4 -0.4
H -0.2 -0.1 0.4
H -0.3 0.1 -0.1
H -0.4 0.3 0.2
H -0.1 -0.2 0.2
C -0.7 1.2 -0.1
O 0.3 0.0 -0.4
H 0.3 -0.2 0.2
H 0.0 -0.3 0.2
H 0.2 -0.4 -0.2
H 0.0 0.1 0.0
C 0.9 0.7 0.9
O -0.5 0.0 0.0
H -0.1 -0.5 -0.5
H -0.3 -0.2 -0.1
H 0.1 -0.1 -0.3
H 0.2 0.0 0.1
C -0.1 -1.0 0.0
O 0.5 -0.2 -0.2
H 0.3 0.2 0.1
H 0.0 0.1 -0.2
H -0.2 0.5 0.0
H -0.3 0.4 0.5
C 1.1 -0.2 -0.1
O -0.7 -0.1 -0.1
H -0.3 0.6 -0.1
H -0.1 -0.1 0.3
H 0.0 -0.1 -0.1
H 0.1 -0.2 0.2
C -1.0 -0.1 -0.7
O 0.3 -0.1 0.1
H 0.2 0.3 0.2
H 0.0 -0.1 0.1
H 0.4 -0.1 0.2
H 0.0 0.0 0.0
C 0.3 -1.5 0.8
O -0.5 0.5 -0.4
H -0.3 0.2 -0.2
H 0.2 0.5 0.1
H 0.0 0.2 -0.2
H -0.3 -0.6 0.1
C -0.7 -0.4 1.3
O 0.1 0.0 -0.8
H 0.0 0.5 -0.3
H 0.0 -0.1 0.0
H 0.4 0.2 -0.5
H 0.2 0.2 0.5
C -0.2 0.0 -0.1
O -0.1 -0.1 0.1
H -0.1 0.1 0.1
H 0.0 0.0 -0.2
H 0.4 0.0 0.1
H 0.0 0.0 0.3

Its electronic energy is -59921.69117 eV. For the HOMO energy (alpha / beta), the calculation gives -14.5 / -14.5 eV. The spin multiplicity is 4. The calculation puts the frontier orbital gap (alpha / beta) at 7.83 / 3.87 eV. The charge is +2.